# C38H44KN9S3

C38H44KN9S3 as an isolated structure at a distorted geometry (ωB97M-V/def2-TZVPD, OMol25).

LUMO: 0.32 eV
HOMO: -5.98 eV
electronic energy: -3761.729769 Ha
spin multiplicity: 1
net charge: 0
HOMO-LUMO gap: 6.31 eV

CARTESIAN COORDINATES (ANGSTROEM)
K: -0.16 -0.09 -0.49
C: 3.58 -6.42 0.71
C: 2.57 -5.39 0.27
C: 1.40 -5.74 -0.39
C: 0.49 -4.79 -0.80
C: 0.69 -3.41 -0.60
N: -0.23 -2.47 -1.00
C: -0.79 -2.57 -2.22
C: -0.13 -3.12 -3.35
C: -0.69 -3.14 -4.61
C: -1.96 -2.61 -4.85
C: -2.58 -2.61 -6.22
C: -2.64 -2.08 -3.76
C: -2.08 -2.05 -2.49
N: -2.91 -1.53 -1.44
C: -4.01 -2.13 -0.95
C: -4.64 -1.24 -0.11
C: -3.83 -0.10 -0.16
N: -2.78 -0.28 -0.97
C: 1.87 -3.07 0.10
C: 2.77 -4.04 0.51
N: 2.23 -1.71 0.37
C: 3.41 -1.15 0.00
C: 3.47 0.09 0.59
C: 2.26 0.20 1.31
N: 1.53 -0.90 1.16
H: 3.46 -7.34 0.14
H: 3.47 -6.66 1.77
H: 4.60 -6.05 0.57
H: 1.19 -6.79 -0.58
H: -0.42 -5.09 -1.31
H: 0.86 -3.54 -3.20
H: -0.14 -3.58 -5.43
H: -2.22 -3.46 -6.81
H: -2.34 -1.70 -6.77
H: -3.67 -2.68 -6.16
H: -3.63 -1.67 -3.89
H: -4.27 -3.14 -1.24
H: -5.54 -1.39 0.45
H: -3.97 0.85 0.33
H: 3.66 -3.72 1.05
H: 4.10 -1.67 -0.64
H: 4.28 0.79 0.54
H: 1.92 1.00 1.94
C: -0.74 1.64 5.89
C: -0.93 0.20 5.44
S: -0.74 -0.12 3.67
C: -2.11 0.82 2.95
C: -1.90 2.32 2.67
S: -0.26 2.72 1.97
C: 0.35 4.07 3.04
C: 0.22 3.94 4.55
S: 0.82 2.39 5.30
H: -0.72 1.68 6.98
H: -1.56 2.27 5.54
H: -1.92 -0.15 5.76
H: -0.18 -0.44 5.90
H: -2.99 0.69 3.59
H: -2.30 0.30 2.01
H: -2.02 2.92 3.57
H: -2.64 2.66 1.95
H: -0.13 5.00 2.73
H: 1.40 4.13 2.76
H: -0.81 4.08 4.87
H: 0.80 4.75 5.00
N: 2.28 2.92 -0.68
C: 1.95 3.89 -1.58
C: 2.84 4.87 -1.97
C: 2.46 5.89 -2.86
C: 1.20 5.94 -3.38
C: 0.26 4.95 -3.01
C: -1.07 4.93 -3.50
C: -1.93 3.96 -3.10
C: -1.46 2.97 -2.21
N: -0.24 2.94 -1.74
C: 0.62 3.91 -2.12
H: 3.25 2.77 -0.47
H: 1.69 2.11 -0.65
H: 3.85 4.86 -1.56
H: 3.19 6.64 -3.13
H: 0.91 6.73 -4.06
H: -1.38 5.70 -4.20
H: -2.95 3.92 -3.45
H: -2.13 2.17 -1.88
C: 1.84 1.88 -5.39
N: 1.85 0.54 -4.81
C: 1.68 -0.59 -5.70
C: 1.64 0.40 -3.51
N: 1.48 0.28 -2.37
H: 2.69 2.00 -6.06
H: 1.91 2.62 -4.59
H: 0.92 2.05 -5.95
H: 2.53 -0.66 -6.38
H: 0.76 -0.49 -6.29
H: 1.61 -1.51 -5.12

Löwdin atomic charge list, values in e, 2 entries: K 0.655; C -0.064